208
Properties=species:S:1:pos:R:3:lowdin_charge:R:1 method="wB97M-V/def2-TZVPD" e_tot_ev=-177850.5963 charge=+5
C -4.26 -4.37 -3.90 -0.0147
C -3.22 -4.24 -2.80 -0.3071
C -3.84 -4.34 -1.42 -0.1920
O -2.82 -4.25 -0.45 -0.1915
C -3.33 -4.37 0.86 -0.0924
N -2.17 -5.33 -2.92 0.2218
H -2.43 -6.02 -3.63 0.1769
H -1.22 -4.97 -3.18 0.0830
H -2.10 -5.89 -2.07 0.1394
H -5.04 -3.64 -3.71 0.1000
H -4.70 -5.36 -3.95 0.1043
H -3.81 -4.10 -4.86 0.0900
H -2.68 -3.30 -2.92 0.1405
H -4.30 -5.33 -1.31 0.1508
H -4.57 -3.54 -1.33 0.1371
H -4.23 -3.76 0.99 0.0717
H -2.56 -4.14 1.60 0.0824
H -3.64 -5.42 1.02 0.1029
C -6.46 3.68 1.32 -0.0672
C -5.00 3.22 1.46 -0.2281
C -4.24 4.24 2.27 -0.1418
N -2.74 4.10 2.43 -0.2514
C -2.34 2.76 2.98 -0.0873
C -0.89 2.72 3.48 -0.1539
C -0.57 3.84 4.45 -0.1722
C -0.82 5.13 3.69 -0.1513
C -2.29 5.21 3.36 -0.0964
C -2.17 4.32 1.05 0.0485
H -6.47 4.67 0.87 0.0890
H -6.99 3.60 2.27 0.0810
H -7.00 2.97 0.69 0.0850
H -4.59 3.14 0.45 0.1121
H -4.97 2.20 1.85 0.0851
H -4.64 4.32 3.29 0.1325
H -4.39 5.25 1.90 0.1415
H -2.97 2.62 3.87 0.1111
H -2.62 1.91 2.36 0.1138
H -0.82 1.76 4.02 0.1234
H -0.06 2.68 2.77 0.0916
H -1.23 3.84 5.32 0.1163
H 0.43 3.77 4.88 0.1274
H -0.53 6.03 4.24 0.1383
H -0.22 5.19 2.77 0.1189
H -2.88 5.11 4.27 0.1341
H -2.55 6.14 2.86 0.1450
H -2.50 3.48 0.45 0.0991
H -1.10 4.27 1.20 0.0771
H -2.43 5.31 0.70 0.1216
C 3.14 6.84 -2.59 -0.0641
C 1.79 6.14 -2.67 -0.2292
C 1.24 6.16 -4.09 -0.1344
N -0.26 6.18 -4.21 -0.2651
C -0.78 4.94 -3.52 -0.1080
C -2.26 4.77 -3.74 -0.1512
C -2.49 4.55 -5.23 -0.1786
C -2.00 5.75 -6.05 -0.1456
C -0.57 6.13 -5.70 -0.0942
C -0.82 7.44 -3.62 0.0484
H 3.80 6.36 -1.86 0.0723
H 3.05 7.89 -2.32 0.0897
H 3.69 6.79 -3.53 0.0878
H 1.09 6.64 -1.99 0.1111
H 1.74 5.13 -2.28 0.0668
H 1.60 5.31 -4.67 0.1330
H 1.59 7.07 -4.58 0.1409
H -0.19 4.11 -3.91 0.1293
H -0.47 5.04 -2.48 0.1165
H -2.69 3.91 -3.25 0.1215
H -2.84 5.64 -3.43 0.1231
H -1.91 3.70 -5.60 0.1023
H -3.51 4.28 -5.50 0.1272
H -2.04 5.52 -7.11 0.1346
H -2.68 6.60 -5.88 0.1221
H 0.10 5.37 -6.10 0.1351
H -0.26 7.09 -6.12 0.1493
H -0.13 8.26 -3.81 0.1241
H -0.97 7.25 -2.56 0.1062
H -1.76 7.64 -4.12 0.1059
C -4.16 -0.67 1.29 -0.0670
O -5.36 -0.18 1.91 -0.1902
C -6.20 -1.22 2.33 -0.2074
C -5.88 -1.80 3.68 -0.0829
N -5.69 -0.74 4.73 0.0664
H -5.43 -1.20 5.60 0.1901
H -4.93 -0.08 4.48 0.1597
C -6.88 0.15 4.98 -0.0588
C -6.43 1.34 5.80 -0.1998
O -5.19 1.80 5.32 -0.2077
C -4.74 2.91 6.08 -0.0704
H -4.49 -1.18 0.37 0.0947
H -3.63 -1.43 1.86 0.0846
H -3.52 0.15 0.98 0.0756
H -6.26 -1.98 1.54 0.1387
H -7.20 -0.78 2.37 0.1324
H -4.94 -2.37 3.72 0.1309
H -6.66 -2.48 4.01 0.1521
H -7.58 -0.44 5.57 0.1534
H -7.31 0.39 4.02 0.1279
H -6.37 1.02 6.85 0.1446
H -7.19 2.13 5.81 0.1511
H -4.66 2.68 7.15 0.1097
H -5.41 3.77 5.99 0.1092
H -3.76 3.22 5.73 0.0640
C 1.33 -1.31 2.57 -0.0747
O 1.82 -2.58 2.96 -0.1989
C 0.94 -3.64 2.63 -0.1961
C 1.51 -4.90 3.24 -0.0609
N 2.09 -4.61 4.62 0.0663
H 2.52 -5.49 4.93 0.1874
H 2.86 -3.97 4.43 0.1659
C 1.13 -4.07 5.64 -0.0691
C 0.06 -5.07 5.99 -0.1879
O -0.94 -5.06 4.96 -0.2293
C -1.85 -6.15 5.15 -0.0727
H 2.05 -0.53 2.83 0.0950
H 0.35 -1.12 3.02 0.0952
H 1.20 -1.19 1.49 0.0665
H 0.87 -3.83 1.56 0.1171
H -0.05 -3.41 3.04 0.1208
H 2.35 -5.26 2.65 0.1388
H 0.74 -5.63 3.42 0.1317
H 0.76 -3.15 5.20 0.1318
H 1.70 -3.89 6.56 0.1497
H -0.48 -4.64 6.84 0.1449
H 0.43 -6.07 6.23 0.1446
H -2.28 -6.13 6.15 0.1006
H -1.31 -7.10 5.06 0.1005
H -2.63 -6.10 4.40 0.0871
C 6.19 -5.21 2.66 -0.0862
O 7.20 -4.34 2.23 -0.1801
C 7.55 -3.32 3.13 -0.2069
C 8.74 -2.67 2.52 -0.0782
N 8.33 -1.94 1.28 0.0680
H 9.09 -1.97 0.59 0.1992
H 7.58 -2.52 0.88 0.1666
C 7.82 -0.56 1.44 -0.0919
C 6.85 -0.20 0.33 -0.1762
O 5.84 -1.19 0.19 -0.1895
C 4.69 -0.95 0.97 -0.0972
H 5.95 -5.88 1.84 0.1027
H 5.25 -4.68 2.89 0.0722
H 6.52 -5.81 3.51 0.1056
H 7.75 -3.66 4.15 0.1496
H 6.70 -2.61 3.20 0.1229
H 9.43 -3.45 2.19 0.1542
H 9.33 -2.02 3.17 0.1525
H 8.63 0.14 1.64 0.1545
H 7.29 -0.54 2.40 0.1306
H 7.36 -0.13 -0.63 0.1424
H 6.37 0.75 0.56 0.1315
H 4.91 -1.05 2.04 0.0894
H 3.88 -1.64 0.73 0.0891
H 4.20 0.00 0.76 0.0772
C -0.20 1.05 -5.26 -0.0659
O 1.19 0.73 -5.33 -0.1613
C 2.01 1.64 -4.65 -0.2039
C 3.18 0.86 -4.09 -0.0895
N 2.70 -0.25 -3.24 0.0438
H 2.08 0.19 -2.53 0.0941
H 2.05 -0.87 -3.76 0.1024
C 3.79 -1.03 -2.59 -0.0927
C 4.81 -1.59 -3.55 -0.2279
O 4.22 -1.99 -4.74 -0.2005
C 4.99 -2.90 -5.50 -0.0635
H -0.74 0.25 -5.75 0.0930
H -0.38 1.98 -5.80 0.0816
H -0.51 1.12 -4.21 0.0712
H 1.44 2.16 -3.86 0.1077
H 2.38 2.40 -5.34 0.1408
H 3.86 1.45 -3.48 0.1282
H 3.74 0.43 -4.92 0.1444
H 3.22 -1.74 -1.99 0.1282
H 4.33 -0.33 -1.94 0.1102
H 5.41 -2.34 -3.03 0.1398
H 5.54 -0.81 -3.83 0.1350
H 4.43 -3.03 -6.42 0.1000
H 5.12 -3.91 -5.09 0.1006
H 5.99 -2.49 -5.71 0.0980
C 1.25 -5.68 -1.31 -0.6661
F -0.05 -6.09 -1.33 0.0929
F 1.28 -4.58 -0.55 0.1101
F 1.94 -6.63 -0.74 0.1909
S 1.82 -5.32 -3.03 0.6097
O 2.92 -4.42 -2.81 -0.2786
O 2.15 -6.55 -3.64 -0.2133
N 0.48 -4.60 -3.69 -0.3141
S 1.06 -3.68 -4.85 0.5982
O 1.58 -2.42 -4.38 -0.3016
O 1.84 -4.37 -5.82 -0.2212
C -0.46 -3.27 -5.82 -0.6720
F -0.05 -2.65 -6.92 0.1660
F -1.09 -4.38 -6.19 0.1537
F -1.29 -2.45 -5.16 0.1167
C -0.43 -0.90 -1.33 -0.6583
F -1.72 -1.19 -1.16 0.1374
F 0.31 -1.78 -0.64 0.1361
F -0.10 -0.96 -2.62 0.1410
S -0.22 0.83 -0.70 0.6064
O -1.03 1.61 -1.58 -0.2790
O -0.65 0.67 0.66 -0.2958
N 1.42 1.11 -0.93 -0.2745
S 1.64 2.40 -0.05 0.5416
O 0.78 3.51 -0.36 -0.2979
O 1.73 2.07 1.34 -0.2820
C 3.27 2.98 -0.73 -0.6669
F 3.19 3.44 -1.97 0.1532
F 3.65 4.00 0.04 0.1539
F 4.20 2.02 -0.62 0.1199